A structure of composition C28H35N5P2SeZn. Source: OMol25; level of theory: ωB97M-V/def2-TZVPD.

Its HOMO energy is -7.104 eV. The calculation puts the LUMO energy at -0.75 eV. The largest force on an atom is 2.72 eV/Å. For the HOMO-LUMO gap, the calculation gives 6.4 eV. As for the charge: 0.

The geometry in XYZ format:
```
72
C28H35N5P2SeZn ωB97M-V/def2-TZVPD
Zn 0.223 0.424 -0.372
C -2.027 1.815 -7.679
C -2.111 0.541 -7.284
C -1.378 -0.586 -7.935
C 0.077 -0.288 -8.341
C 0.847 0.546 -7.338
C 0.907 1.886 -7.381
C 0.239 2.712 -8.460
C -1.198 2.310 -8.838
C 1.652 1.179 0.820
H -2.676 2.580 -7.248
H -2.901 0.236 -6.598
H -1.919 -0.927 -8.835
H -1.364 -1.447 -7.253
H 0.592 -1.257 -8.452
H 0.090 0.161 -9.348
H 1.460 -0.021 -6.638
H 1.596 2.437 -6.746
H 0.837 2.709 -9.388
H 0.214 3.764 -8.137
H -1.689 3.208 -9.245
H -1.183 1.594 -9.672
H 1.108 1.727 1.599
H 2.289 1.880 0.267
H 2.287 0.440 1.322
P 1.770 -0.437 -1.952
P -1.406 -0.774 -1.674
N 2.715 0.835 -2.635
N 2.907 -1.659 -1.497
N -2.122 0.518 -2.576
N -2.831 -1.670 -1.305
C 0.858 -1.142 -3.360
C -0.533 -1.751 -2.958
C 2.536 2.193 -2.287
C 3.542 2.919 -2.895
C 4.333 2.012 -3.675
C 3.805 0.742 -3.507
C 3.817 -1.540 -0.424
C 4.451 -2.763 -0.250
C 3.915 -3.671 -1.227
C 2.968 -2.982 -1.957
C -2.166 1.842 -2.113
C -2.599 2.650 -3.147
C -2.838 1.809 -4.283
C -2.544 0.511 -3.901
C -3.851 -2.053 -2.186
C -4.730 -2.884 -1.510
C -4.246 -3.024 -0.160
C -3.079 -2.289 -0.067
H 1.483 -1.923 -3.826
H 0.724 -0.319 -4.089
H -1.192 -1.865 -3.841
H -0.381 -2.757 -2.512
H 1.728 2.492 -1.634
H 3.708 3.985 -2.771
H 5.191 2.263 -4.274
H 4.072 -0.219 -3.923
H 3.912 -0.596 0.110
H 5.208 -2.994 0.487
H 4.192 -4.703 -1.366
H 2.326 -3.305 -2.760
H -1.892 2.074 -1.088
H -2.736 3.725 -3.121
H -3.160 2.108 -5.268
H -2.586 -0.427 -4.447
H -3.854 -1.689 -3.202
H -5.614 -3.338 -1.925
H -4.694 -3.581 0.648
H -2.426 -2.091 0.772
Se -2.480 -1.071 3.707
C -1.427 -0.556 2.386
N -0.747 -0.226 1.471
```

For reference, the Löwdin charges in units of e are: atom 1 (Zn): 0.407, atom 2 (C): -0.106, atom 3 (C): -0.129, atom 4 (C): -0.191, atom 5 (C): -0.198, atom 6 (C): -0.110, atom 7 (C): -0.100, atom 8 (C): -0.189, atom 9 (C): -0.199, atom 10 (C): -0.287, atom 11 (H): 0.095, atom 12 (H): 0.087, atom 13 (H): 0.122, atom 14 (H): 0.101, atom 15 (H): 0.111, atom 16 (H): 0.101, atom 17 (H): 0.088, atom 18 (H): 0.097, atom 19 (H): 0.120, atom 20 (H): 0.107, atom 21 (H): 0.111, atom 22 (H): 0.101, atom 23 (H): -0.029, atom 24 (H): -0.052, atom 25 (H): -0.022, atom 26 (P): 0.976, atom 27 (P): 1.004, atom 28 (N): -0.238, atom 29 (N): -0.228, atom 30 (N): -0.245, atom 31 (N): -0.236, atom 32 (C): -0.342, atom 33 (C): -0.327, atom 34 (C): -0.139, atom 35 (C): -0.080, atom 36 (C): -0.080, atom 37 (C): -0.119, atom 38 (C): -0.106, atom 39 (C): -0.072, atom 40 (C): -0.080, atom 41 (C): -0.136, atom 42 (C): -0.135, atom 43 (C): -0.066, atom 44 (C): -0.064, atom 45 (C): -0.145, atom 46 (C): -0.129, atom 47 (C): -0.074, atom 48 (C): -0.068, atom 49 (C): -0.116, atom 50 (H): 0.070, atom 51 (H): 0.088, atom 52 (H): 0.078, atom 53 (H): 0.099, atom 54 (H): 0.078, atom 55 (H): 0.101, atom 56 (H): 0.093, atom 57 (H): 0.110, atom 58 (H): 0.104, atom 59 (H): 0.099, atom 60 (H): 0.096, atom 61 (H): 0.089, atom 62 (H): 0.096, atom 63 (H): 0.102, atom 64 (H): 0.072, atom 65 (H): 0.086, atom 66 (H): 0.087, atom 67 (H): 0.092, atom 68 (H): 0.100, atom 69 (H): 0.052, atom 70 (Se): 0.471, atom 71 (C): -0.997, atom 72 (N): -0.058